Entry 1:
ORCA calculation (ωB97M-V/def2-TZVPD) on the molecule C13H12O.

Results
Energy above the lowest of the compared OMol25 structures with the same formula, charge and spin: 366.9 kJ/mol
LUMO level: 0.79 eV
Total charge: 0
Gap between HOMO and LUMO: 8.9332 eV

Element x y z (Å)
C (-3.3100, 0.7059, -0.1758)
C (-2.2903, 0.1169, -0.4298)
C (-1.0560, -0.6326, -0.4077)
O (-1.2959, -1.9961, -0.2524)
C (-0.0472, -0.1757, -1.4624)
C (-0.3077, 1.0079, -2.1413)
C (0.7821, 1.1846, -3.0557)
C (1.5865, 0.1320, -3.0880)
C (1.1345, -0.8688, -2.0652)
C (-0.3053, -0.1057, 1.1268)
C (0.6807, 0.8476, 1.3121)
C (1.0415, 0.9441, 2.6633)
C (0.3680, 0.0718, 3.4076)
C (-0.4962, -0.6789, 2.4955)
H (-4.1924, 1.2299, -0.0239)
H (-2.1853, -2.1904, -0.5552)
H (-1.1494, 1.6836, -2.2075)
H (0.7584, 2.1326, -3.5724)
H (2.4208, 0.1691, -3.7085)
H (0.8675, -1.9321, -2.4467)
H (1.9423, -1.0784, -1.3145)
H (1.2201, 1.6095, 0.7710)
H (1.7175, 1.8111, 2.9573)
H (0.4132, -0.1110, 4.5070)
H (0.0796, -1.6684, 2.3981)
H (-1.4520, -0.9254, 2.9635)

Force components x, y, z for each atom (eV/Å):
C 1.317 -0.845 -0.645
C -1.000 0.657 0.642
C 2.866 1.368 3.110
O 0.417 -0.515 -0.280
C -2.985 1.366 -0.663
C 0.957 -2.306 0.786
C -0.952 1.174 -0.283
C -0.516 0.207 0.386
C 0.463 -1.457 0.509
C 0.257 0.848 -1.923
C -1.177 -0.329 -1.471
C 1.411 2.234 1.948
C 0.134 0.078 1.686
C 0.394 -2.798 -0.125
H -0.957 0.549 0.158
H -0.145 -0.027 -0.079
H -0.121 -0.246 0.852
H 0.816 -0.170 -0.606
H 1.506 -0.749 -0.728
H 0.234 1.807 0.361
H -0.565 0.292 -0.486
H -0.447 -0.478 -1.507
H -0.709 -1.616 0.037
H -0.051 0.249 -1.152
H -0.937 0.645 0.154
H -0.210 0.063 -0.681

These are the Mulliken partial charges, in e, on atoms 1 to 4: number 1, C, carries 0.049; number 2, C, carries -1.218; number 3, C, carries 1.857; number 4, O, carries -0.611

---

Entry 2:
ORCA calculation (ωB97M-V/def2-TZVPD) on a structure of composition C13H13AsBF2O6RuS.

Results
Energy above the lowest of the compared OMol25 structures with the same formula, charge and spin: 158.2 kJ/mol
LUMO level: -4.42 eV
Total charge: +1
Gap between HOMO and LUMO: 8.8873 eV

Element x y z (Å)
Ru (0.6888, -0.1012, 1.2485)
C (-0.1358, 2.5725, 2.9517)
C (0.5773, 1.2587, 2.9227)
C (1.9145, 1.1650, 2.4826)
C (2.5334, -0.0974, 2.3230)
C (1.8531, -1.2918, 2.6641)
C (0.5297, -1.2190, 3.1161)
C (-0.1138, 0.0409, 3.2048)
H (0.2054, 3.2131, 2.1405)
H (0.0704, 3.0739, 3.8990)
H (-1.2122, 2.4375, 2.8647)
H (2.4193, 2.0501, 2.1200)
H (3.5005, -0.1571, 1.8452)
H (2.3058, -2.2488, 2.4478)
H (-0.0450, -2.1237, 3.2550)
H (-1.1704, 0.0818, 3.4330)
O (3.8687, -0.8639, -2.5346)
As (0.0524, 1.0734, -1.7813)
O (0.8291, 2.0413, -2.7878)
O (0.2090, 1.2942, -0.1124)
C (-1.6919, 0.3801, -2.1536)
C (-2.7911, 1.0774, -2.6171)
C (-3.9718, 0.3745, -2.8389)
C (-4.0441, -0.9931, -2.6098)
C (-2.9367, -1.6987, -2.1524)
C (-1.7744, -0.9885, -1.9283)
S (-0.2856, -1.7367, -1.3605)
O (-0.2614, -1.6236, 0.1172)
O (-0.0969, -3.0389, -1.8741)
O (0.7429, -0.7118, -1.8809)
H (3.9376, -0.0556, -3.0552)
H (-2.7337, 2.1380, -2.8215)
H (-4.8405, 0.9013, -3.2095)
H (-4.9673, -1.5213, -2.8039)
H (-2.9732, -2.7688, -1.9987)
F (3.1443, 0.5023, -0.7467)
B (3.4215, -0.6959, -1.2892)
F (3.2422, -1.7400, -0.4794)

Force components x, y, z for each atom (eV/Å):
Ru 0.001 0.051 -0.021
C 0.009 0.004 0.001
C -0.003 -0.017 0.001
C 0.002 0.045 0.003
C 0.002 -0.045 0.004
C 0.038 -0.012 -0.010
C -0.039 -0.010 -0.014
C -0.006 0.027 0.023
H 0.001 0.003 0.004
H -0.001 -0.002 0.001
H 0.000 0.000 -0.006
H -0.002 0.006 0.015
H 0.004 0.001 0.004
H 0.007 0.003 0.003
H -0.004 0.004 -0.001
H -0.001 -0.009 -0.003
O -0.010 0.029 0.011
As 0.026 -0.018 -0.008
O 0.002 -0.011 0.001
O -0.015 -0.053 -0.001
C 0.006 -0.009 0.012
C -0.021 0.000 -0.004
C 0.010 0.007 0.002
C 0.004 0.000 0.003
C -0.021 -0.013 -0.004
C 0.025 0.025 0.011
S -0.021 -0.022 0.009
O 0.000 -0.006 -0.014
O 0.012 0.008 0.002
O -0.019 0.041 -0.004
H 0.011 -0.015 -0.007
H 0.006 0.000 0.001
H -0.002 -0.003 0.000
H 0.000 0.000 0.000
H 0.008 0.000 0.002
F 0.004 0.027 -0.001
B -0.012 -0.038 -0.014
F -0.003 0.004 -0.001

These are the Mulliken partial charges, in e, on atoms 1 to 4: number 1, Ru, carries 1.052; number 2, C, carries -1.730; number 3, C, carries 1.133; number 4, C, carries -0.457

---

Entry 3:
ORCA calculation (ωB97M-V/def2-TZVPD) on a structure of composition C13H13CaClN2O2.

Results
Energy above the lowest of the compared OMol25 structures with the same formula, charge and spin: 0.0 kJ/mol
LUMO level: -9.97 eV
Total charge: +2
Gap between HOMO and LUMO: 4.5643 eV

Element x y z (Å)
C (2.7424, -2.8940, 1.5275)
C (1.4175, -2.9414, 1.4390)
C (0.6964, -2.2060, 0.3177)
C (0.7679, -0.6819, 0.3629)
C (1.4324, 0.0349, 1.3130)
C (1.4833, 1.4112, 1.3325)
Cl (2.3094, 2.2826, 2.5521)
C (0.8374, 2.0719, 0.3425)
C (0.1585, 1.3780, -0.6441)
C (0.1118, 0.0217, -0.6490)
N (-0.6438, -0.6057, -1.6924)
C (-2.0730, -0.5269, -1.5030)
C (-2.4899, -0.2128, -0.0276)
C (-0.4728, 2.3919, -1.5718)
O (-1.4286, 2.2685, -2.3039)
N (0.3022, 3.5942, -1.3808)
C (0.6185, 3.5575, 0.0591)
O (0.6076, 4.5049, 0.7868)
H (3.2618, -3.7277, 1.9798)
H (3.2668, -2.0456, 1.1035)
H (0.8224, -3.5269, 2.1282)
H (1.1763, -2.5148, -0.6156)
H (-0.3577, -2.4899, 0.2308)
H (1.9241, -0.5027, 2.1135)
H (-0.3391, -1.5622, -1.8122)
H (-2.4983, -1.5034, -1.7414)
H (-2.4960, 0.2493, -2.1862)
H (-2.0783, -0.8809, 0.7226)
H (-3.6184, -0.3640, 0.0277)
H (-2.2921, 0.8588, 0.2830)
H (1.1883, 3.3294, -1.8244)
Ca (-4.3372, 1.2320, -0.6696)

Force components x, y, z for each atom (eV/Å):
C -0.530 -0.242 0.104
C -0.255 0.287 -0.373
C 0.391 0.799 0.683
C -0.509 -0.864 -0.911
C 0.772 -0.650 1.285
C 0.327 0.566 0.713
Cl 0.057 -0.188 0.090
C -0.689 1.687 -0.336
C -0.713 1.068 -0.271
C -0.549 -0.522 -1.069
N 0.176 -0.051 0.848
C -0.140 -0.350 0.457
C -0.888 0.446 -0.345
C 1.152 -0.442 0.425
O -0.280 0.060 0.557
N -0.904 0.220 -0.306
C 0.579 -0.094 0.638
O 0.085 -1.048 -0.821
H 0.303 0.577 0.726
H 0.441 -0.563 -0.611
H 0.054 -0.618 -0.432
H -0.100 -0.078 -0.035
H 0.068 -0.200 0.193
H 0.048 -0.015 0.011
H -0.176 -0.023 -0.193
H -0.193 0.150 -0.184
H 0.020 -0.200 0.009
H 0.078 0.065 0.034
H 1.239 -1.521 0.791
H 0.323 -0.780 -0.014
H 0.076 0.709 -0.335
Ca -0.263 1.814 -1.329

These are the Mulliken partial charges, in e, on atoms 1 to 4: number 1, C, carries -0.891; number 2, C, carries -0.602; number 3, C, carries -0.615; number 4, C, carries 0.553

---

Entry 4:
ORCA calculation (ωB97M-V/def2-TZVPD) on the molecule C13H13Cl2N3O2.

Results
Energy above the lowest of the compared OMol25 structures with the same formula, charge and spin: 20.7 kJ/mol
LUMO level: 0.35 eV
Total charge: 0
Gap between HOMO and LUMO: 9.3267 eV

Element x y z (Å)
O (-3.4304, 0.7830, -1.8055)
C (-3.2696, 0.7131, -0.6176)
C (-4.1009, 1.4567, 0.4084)
C (-4.6877, 0.5426, 1.4852)
C (-5.7377, -0.4087, 0.9350)
Cl (-5.0047, -1.6269, -0.1440)
O (-2.3057, 0.0035, -0.0207)
C (-1.4025, -0.7061, -0.8583)
C (-0.0139, -0.2057, -0.6601)
C (1.1636, -0.9100, -0.5390)
N (2.1202, 0.0449, -0.3971)
C (3.5036, -0.0896, -0.2475)
C (4.1287, -1.3299, -0.3238)
C (5.4999, -1.4209, -0.1745)
C (6.2459, -0.2738, 0.0490)
Cl (7.9569, -0.3925, 0.2342)
C (5.6296, 0.9677, 0.1233)
C (4.2609, 1.0584, -0.0245)
N (1.5418, 1.2504, -0.4231)
N (0.2891, 1.1118, -0.5807)
H (-3.4402, 2.1869, 0.8794)
H (-4.8928, 1.9874, -0.1217)
H (-3.8838, -0.0267, 1.9535)
H (-5.1654, 1.1586, 2.2510)
H (-6.4835, 0.1225, 0.3431)
H (-6.2262, -0.9614, 1.7372)
H (-1.7140, -0.5628, -1.9021)
H (-1.4649, -1.7680, -0.6004)
H (1.3594, -1.9596, -0.5434)
H (3.5597, -2.2278, -0.5036)
H (5.9895, -2.3798, -0.2335)
H (6.2192, 1.8538, 0.2956)
H (3.7554, 2.0092, 0.0263)

Force components x, y, z for each atom (eV/Å):
O 0.068 0.052 -0.045
C -0.377 0.525 -0.215
C 0.060 -0.209 0.037
C -0.042 -0.004 -0.193
C 0.008 0.120 0.268
Cl -0.141 -0.353 -0.090
O 0.361 -0.092 0.408
C -0.021 -0.122 -0.544
C 0.537 -0.630 0.199
C -0.507 0.397 -0.034
N -1.168 -0.487 -0.191
C 0.990 0.122 0.117
C -0.250 0.223 -0.003
C 0.142 0.160 0.046
C -0.285 -0.010 -0.037
Cl 0.236 -0.016 0.026
C 0.073 -0.210 -0.019
C -0.165 -0.120 -0.023
N 1.005 0.736 0.128
N -0.803 0.086 -0.115
H -0.007 0.041 -0.030
H 0.102 -0.007 -0.023
H -0.073 0.016 0.090
H 0.021 -0.019 0.021
H 0.010 -0.057 0.073
H -0.007 0.070 -0.104
H 0.068 -0.123 0.272
H -0.027 0.152 -0.054
H 0.100 -0.228 0.027
H -0.063 -0.083 -0.023
H 0.056 -0.072 -0.002
H 0.064 0.072 0.017
H 0.033 0.068 0.017

These are the Mulliken partial charges, in e, on atoms 1 to 4: number 1, O, carries -0.606; number 2, C, carries 0.510; number 3, C, carries -0.548; number 4, C, carries -0.632

---

Entry 5:
ORCA calculation (ωB97M-V/def2-TZVPD) on the molecule C13H13ClN2O4S2.

Results
Energy above the lowest of the compared OMol25 structures with the same formula, charge and spin: 0.0 kJ/mol
LUMO level: 0.02 eV
Total charge: 0
Gap between HOMO and LUMO: 8.6786 eV

Element x y z (Å)
C (-2.4402, -2.4591, -1.5001)
C (-3.8569, -1.9410, -1.2986)
O (-3.8463, -0.6205, -0.7522)
C (-3.6893, -0.5065, 0.5633)
O (-3.6340, -1.4303, 1.3304)
C (-3.5427, 0.9530, 0.9648)
C (-2.0709, 1.2136, 1.0409)
C (-1.2837, 1.0345, 2.1320)
S (0.3719, 1.3832, 1.7584)
C (-0.1469, 1.7307, 0.1243)
N (0.7686, 2.0654, -0.8268)
S (2.3492, 2.5465, -0.4595)
O (2.8477, 3.0818, -1.6851)
O (2.3455, 3.3531, 0.7183)
C (3.1056, 0.9672, -0.1190)
C (3.5231, 0.6630, 1.1619)
C (4.0809, -0.5778, 1.4172)
C (4.2091, -1.4904, 0.3778)
Cl (4.8975, -3.0356, 0.6888)
C (3.7942, -1.1768, -0.9115)
C (3.2378, 0.0654, -1.1577)
N (-1.4085, 1.6014, -0.0875)
H (-1.9420, -2.5580, -0.5386)
H (-2.4706, -3.4314, -1.9835)
H (-1.8748, -1.7674, -2.1201)
H (-4.4113, -2.6010, -0.6234)
H (-4.3842, -1.8508, -2.2502)
H (-4.0063, 1.1068, 1.9376)
H (-3.9872, 1.5885, 0.2021)
H (-1.5699, 0.7267, 3.1158)
H (0.3939, 2.3525, -1.7176)
H (3.4060, 1.4007, 1.9394)
H (4.4125, -0.8386, 2.4095)
H (3.9082, -1.8981, -1.7051)
H (2.9142, 0.3494, -2.1460)

Force components x, y, z for each atom (eV/Å):
C -0.282 0.267 0.141
C 0.082 -0.553 -0.020
O -0.030 0.257 -0.350
C -0.235 0.256 0.328
O 0.021 -0.131 0.055
C 0.117 -0.304 -0.076
C 0.310 0.027 0.695
C 0.099 0.092 -0.269
S -0.891 -0.058 -0.079
C 0.046 -0.365 1.424
N 1.023 0.491 -0.352
S -0.526 -0.193 -0.499
O -0.014 -0.236 -0.189
O 0.064 -0.335 0.172
C -0.153 0.572 0.038
C 0.048 0.086 0.012
C 0.037 -0.100 -0.120
C -0.145 0.367 0.013
Cl 0.096 -0.222 0.045
C -0.023 0.067 0.040
C 0.066 -0.105 -0.069
N 0.061 0.236 -0.905
H 0.058 -0.046 0.046
H 0.025 -0.115 -0.060
H 0.066 0.019 -0.085
H 0.020 0.117 -0.164
H 0.023 0.005 0.143
H -0.044 -0.063 -0.074
H -0.025 0.047 0.095
H -0.102 -0.077 0.240
H 0.157 0.132 -0.173
H 0.032 0.026 0.146
H 0.032 -0.037 0.072
H 0.017 -0.058 -0.053
H -0.027 -0.069 -0.170

These are the Mulliken partial charges, in e, on atoms 1 to 4: number 1, C, carries -1.068; number 2, C, carries -0.252; number 3, O, carries -0.355; number 4, C, carries 0.697

---

Entry 6:
ORCA calculation (ωB97M-V/def2-TZVPD) on the molecule C13H13ClN8O3S.

Results
LUMO level: -0.19 eV
Total charge: 0
Gap between HOMO and LUMO: 7.9913 eV

Element x y z (Å)
C (1.1081, 4.1771, 1.2607)
O (1.6322, 2.8796, 1.4310)
C (0.7606, 2.0119, 2.1419)
C (1.1265, 0.6074, 1.8301)
C (0.5869, -0.2608, 0.8945)
C (-0.5418, -0.0341, -0.0307)
O (-1.1777, 0.9976, -0.0670)
N (-0.7610, -1.1331, -0.8063)
N (-1.7438, -1.1693, -1.7166)
C (-1.9435, -2.2183, -2.4270)
C (-1.1340, -3.4838, -2.3298)
C (-3.0300, -2.1327, -3.3696)
C (-3.8578, -1.0578, -3.5778)
C (-4.8286, -1.2777, -4.5668)
C (-4.7376, -2.5249, -5.1125)
Cl (-5.7278, -3.1822, -6.3391)
S (-3.4549, -3.4554, -4.4206)
N (1.2661, -1.4322, 0.9792)
N (2.1553, -1.3469, 1.8778)
N (2.1110, -0.1239, 2.4202)
C (2.9715, 0.2397, 3.4459)
N (3.0933, -0.4475, 4.5476)
O (4.0238, 0.1482, 5.2767)
N (4.5230, 1.2445, 4.6587)
C (3.9044, 1.3476, 3.5052)
N (4.1756, 2.2568, 2.5533)
H (1.8496, 4.7340, 0.6914)
H (0.1667, 4.1430, 0.7051)
H (0.9414, 4.6651, 2.2276)
H (0.8296, 2.2078, 3.2243)
H (-0.2722, 2.1653, 1.8062)
H (-0.1452, -1.9320, -0.6469)
H (-1.4982, -4.2269, -3.0324)
H (-1.1974, -3.8976, -1.3228)
H (-0.0856, -3.2808, -2.5516)
H (-3.7498, -0.1464, -3.0205)
H (-5.5641, -0.5549, -4.8681)
H (4.7889, 3.0053, 2.8300)
H (3.4364, 2.4882, 1.8990)

Force components x, y, z for each atom (eV/Å):
C -0.070 0.197 0.035
O 0.040 -0.370 -0.133
C -0.146 0.204 0.182
C -0.461 -0.276 -0.549
C 0.535 0.810 0.895
C -0.199 0.031 -0.157
O 0.075 0.029 0.031
N 0.605 -0.908 0.078
N -0.706 0.251 -0.508
C 0.837 0.127 0.820
C -0.035 0.246 0.092
C -0.865 0.081 -0.745
C 0.414 -0.367 0.192
C -0.164 -0.371 -0.337
C 0.343 0.036 0.328
Cl -0.063 -0.073 -0.095
S -0.297 0.577 0.023
N -0.500 -0.120 -0.439
N 1.116 -0.868 0.497
N -0.927 0.305 -0.608
C 1.159 0.537 1.125
N -0.758 -0.262 -0.606
O -0.078 -0.298 0.122
N 0.185 0.905 -0.727
C -0.322 -1.184 0.795
N 0.292 0.363 -0.384
H -0.075 0.069 0.024
H 0.022 0.006 0.003
H 0.007 0.026 -0.043
H -0.027 -0.021 -0.145
H 0.164 -0.048 0.097
H -0.185 0.212 -0.056
H 0.112 -0.113 0.046
H 0.021 -0.076 0.035
H 0.068 -0.049 -0.017
H 0.035 0.175 0.121
H -0.151 0.095 -0.089
H -0.022 0.025 -0.053
H 0.021 0.098 0.150

These are the Mulliken partial charges, in e, on atoms 1 to 4: number 1, C, carries -0.842; number 2, O, carries -0.403; number 3, C, carries -1.278; number 4, C, carries -0.015